Computed, not measured: a cluster of 2 separate species, C4H6OS in total at a distorted geometry, with wB97M-V/def2-TZVPD.

Bonds (Å) are listed after each position.
Element x y z (Å)
1 C 0.6093 -1.7469 -0.0231  C2 1.217, H6 1.052
2 C -0.1844 -0.9006 -0.3892  C1 1.217, C3 1.427
3 C -0.8860 0.2783 -0.7817  C2 1.427, C4 1.351, O5 1.370
4 C -1.0990 0.3124 -2.1156  C3 1.351, H7 1.021, H8 1.079
5 O -1.2660 0.8904 0.3836  C3 1.370, H9 0.967
6 H 1.1223 -2.6634 0.0322  C1 1.052
7 H -0.6677 -0.3667 -2.7450  C4 1.021
8 H -1.7205 1.0980 -2.5178  C4 1.079
9 H -1.7582 1.6677 0.0855  O5 0.967
10 S 2.4200 0.5002 2.3444  H11 1.395, H12 1.351
11 H 1.0668 0.6813 2.0562  S10 1.395
12 H 2.3632 0.2492 3.6704  S10 1.351

The value obtained for the energy above the lowest of the compared OMol25 structures with the same formula, charge and spin is 85.79 kcal/mol. As for the SMILES: C#CC(=C)O.S. Its gap between HOMO and LUMO is 0.354 Ha. Its molar mass is 102.16 g/mol. For the total energy, the calculation gives -17124.410 eV. Its highest occupied orbital energy is -9.0366 eV.